*one*
60
Properties=species:S:1:pos:R:3 method="wB97M-V/def2-TZVPD" smiles="CCOC(=O)[C@@]1(CC(=O)N[C@@H](Cc2cccnc2)C2CCCC2)CCCNC1=O" multiplicity=1 homo_energy_ev=-9.2
C -3.35148 1.06335 1.16573
C -3.51922 -0.07078 0.18765
O -2.43193 0.00792 -0.76246
C -2.41904 -0.95913 -1.67958
O -3.29789 -1.76535 -1.82574
C -1.11807 -0.96256 -2.49259
C -0.05970 -1.73358 -1.66989
C -0.10176 -1.49652 -0.16221
O -0.78508 -2.20916 0.56115
N 0.67659 -0.49869 0.29627
C 0.65105 -0.07965 1.69157
C 1.40235 -1.12146 2.54598
C 2.82284 -1.34555 2.10575
C 3.13206 -2.28050 1.12436
C 4.44560 -2.43167 0.71447
C 5.41907 -1.63949 1.30431
N 5.15398 -0.74851 2.25512
C 3.88531 -0.61857 2.63516
C 1.21652 1.34659 1.74510
C 0.22008 2.34694 1.09437
C -0.43415 3.14249 2.24488
C -0.02043 2.41393 3.52506
C 1.36993 1.89001 3.17533
C -1.37625 -1.67812 -3.82314
C -2.35208 -0.88559 -4.68087
C -1.78745 0.48563 -4.99679
N -1.22693 1.11789 -3.80347
C -0.64330 0.46965 -2.76102
O 0.20347 1.02230 -2.07721
H -4.17960 1.05765 1.87505
H -2.42163 0.95972 1.72471
H -3.34255 2.02502 0.65168
H -3.46513 -1.04570 0.67220
H -4.46027 -0.00878 -0.35875
H -0.25211 -2.79808 -1.80167
H 0.92822 -1.49872 -2.06820
H 0.98101 0.16692 -0.40212
H -0.39015 -0.08013 2.03166
H 1.36858 -0.82361 3.59437
H 0.84568 -2.05564 2.46408
H 2.34441 -2.89023 0.69654
H 4.71641 -3.15352 -0.04454
H 6.45817 -1.72982 1.00725
H 3.70198 0.11006 3.41876
H 2.17910 1.34186 1.22715
H 0.73593 3.01439 0.40369
H -0.51954 1.81249 0.49570
H -0.04079 4.16090 2.26676
H -1.51583 3.22260 2.13372
H -0.02671 3.05855 4.40436
H -0.69538 1.57752 3.73050
H 1.75006 1.16530 3.89217
H 2.07580 2.72538 3.15931
H -0.42113 -1.79973 -4.34497
H -1.77118 -2.67027 -3.60976
H -2.55257 -1.40844 -5.61662
H -3.30215 -0.79326 -4.15344
H -1.00231 0.39423 -5.75581
H -2.56053 1.13909 -5.40155
H -0.83987 2.04243 -3.92957

*two*
60
Properties=species:S:1:pos:R:3 method="wB97M-V/def2-TZVPD" smiles="CN(CCOc1ccccc1)C(=O)[C@H]1CCC(=O)N(CCCN2CCCC2=O)C1" multiplicity=1 homo_energy_ev=-8.4
C -2.53044 2.86921 -0.86542
N -1.89359 1.57674 -0.82878
C -2.78959 0.44048 -0.76097
C -3.18519 -0.06496 -2.15802
O -2.07828 -0.49304 -2.91557
C -1.35309 -1.56992 -2.48974
C -0.07108 -1.68631 -3.02514
C 0.74550 -2.73592 -2.66205
C 0.29649 -3.69510 -1.76784
C -0.98357 -3.59794 -1.25680
C -1.81079 -2.54535 -1.61162
C -0.56572 1.32875 -0.75039
O -0.14197 0.18738 -0.72040
C 0.37509 2.53384 -0.72765
C 0.26409 3.27125 0.61638
C 1.60533 3.90758 0.97943
C 2.61441 2.80155 1.20384
O 3.33513 2.73391 2.18206
N 2.59905 1.87167 0.22415
C 3.39448 0.67075 0.35471
C 2.52732 -0.54353 0.69265
C 1.87738 -0.38794 2.07144
N 0.69340 -1.19267 2.20601
C 0.75020 -2.63555 2.15494
C -0.63687 -3.05469 2.64610
C -1.51437 -1.88781 2.20248
C -0.55767 -0.70070 2.18617
O -0.86761 0.47396 2.17607
C 1.82964 2.08227 -0.97829
H -1.89387 3.61457 -1.33429
H -3.44675 2.79406 -1.45224
H -2.79052 3.20380 0.14325
H -2.25881 -0.34894 -0.22666
H -3.68504 0.71763 -0.20108
H -3.61517 0.74997 -2.74805
H -3.94012 -0.85670 -2.06291
H 0.26506 -0.92746 -3.71402
H 1.74241 -2.80458 -3.07244
H 0.93877 -4.51324 -1.47691
H -1.35062 -4.34822 -0.57039
H -2.80894 -2.50123 -1.20112
H 0.10416 3.20296 -1.55079
H -0.50390 4.04329 0.57054
H -0.02118 2.55963 1.39495
H 1.52602 4.49183 1.89606
H 1.94562 4.56607 0.17616
H 3.94023 0.49550 -0.57786
H 4.11116 0.85809 1.15868
H 1.73057 -0.63423 -0.04733
H 3.14200 -1.44447 0.65764
H 2.58669 -0.64814 2.86490
H 1.56126 0.64652 2.21648
H 0.92386 -2.97496 1.12562
H 1.55927 -3.00468 2.79066
H -0.64041 -3.13410 3.73413
H -0.95278 -4.00793 2.22718
H -1.87288 -2.03987 1.18288
H -2.36855 -1.70062 2.85032
H 2.33182 2.84229 -1.59365
H 1.81296 1.14526 -1.53749

*three*
60
Properties=species:S:1:pos:R:3 method="wB97M-V/def2-TZVPD" multiplicity=1 homo_energy_ev=-8.2
C -1.52296 -1.84050 -0.70595
N -1.29405 -1.56835 0.72347
C -0.80603 -0.47295 1.10818
O -0.50960 -0.16014 2.26229
C -0.87614 0.93356 0.09830
C 0.17979 2.08012 0.64629
N 0.23624 3.31484 -0.17414
C -1.21383 3.59510 -0.67064
O -1.30540 4.58143 -1.41904
C -2.29031 2.82790 -0.00362
C -2.00549 1.20597 -0.52762
H -2.28363 1.14991 -1.61241
H -3.01525 0.87952 0.22912
H -2.25189 2.88241 1.00429
H -3.31430 3.19376 -0.52619
C 1.41704 3.87697 -0.70251
H 1.12952 4.98913 -0.49882
C 1.65873 3.52445 -2.14087
H 0.60673 3.40112 -2.70545
H 2.43165 4.16586 -2.58001
C 2.04656 2.04281 -2.39519
N 2.00866 1.48701 -3.73418
C 0.97030 0.44516 -3.88119
O 0.45409 -0.02848 -2.98487
C 0.56533 0.14247 -5.48519
H -0.18291 0.73328 -5.60162
C 1.94227 1.12242 -5.80202
H 2.80427 0.09537 -6.07737
H 1.92186 1.52205 -6.89623
C 2.41856 2.04438 -4.78220
H 1.89083 2.89624 -5.13237
H 3.32309 2.18311 -4.79606
H 0.69615 -0.79679 -5.55570
H 3.16179 2.11632 -2.14188
H 1.65384 1.42878 -1.59893
H 2.21725 3.33915 -0.12059
H 1.01609 1.61212 0.72679
H 0.01252 2.21837 1.68818
H -0.13741 0.44022 -0.90214
C -1.32053 -2.55037 1.45051
C -0.03384 -3.25683 2.00761
O -0.04382 -4.22777 2.75990
C -0.32052 -3.81947 4.11701
C -0.53587 -4.82139 5.10677
C -0.61253 -4.72411 6.28432
C -0.49058 -3.47640 7.06093
C -0.26099 -2.34804 6.15075
C -0.23820 -2.57229 4.84247
H -0.16280 -1.87800 3.93253
H -0.07271 -1.35201 6.25304
H -0.51097 -3.30614 7.94900
H -0.75696 -5.60681 7.08674
H -0.73902 -6.13708 4.75780
H 0.69564 -2.53927 2.25225
H 0.23044 -3.83216 1.12069
H -1.58037 -2.13714 2.55524
H -2.30990 -3.16453 1.23382
H -0.95544 -1.18875 -1.53443
H -1.32773 -2.96584 -0.95874
H -2.40723 -1.69968 -0.76011

*one* has the most favorable energy; the next structure is 16.5 kcal/mol above.

*one*
18
Properties=species:S:1:pos:R:3 method="wB97M-V/def2-TZVPD" total_charge=+1 multiplicity=1 homo_energy_ev=-11.9
C -1.30314 1.62887 -0.22125
N 1.08145 0.20984 -1.64577
C -0.08242 0.88100 -2.17251
N -0.74402 1.83383 -1.57616
H -2.03920 0.76986 -0.19919
H -1.83265 2.51378 0.09841
H -0.53294 1.38154 0.45262
H 1.47030 -0.38618 -2.39849
H 1.75271 0.91718 -1.32202
H -0.43738 0.57315 -3.16442
N 0.32071 -1.47162 2.93969
C 0.64949 -1.56460 1.63622
N -0.01972 -1.23305 0.60151
H -0.60212 -1.18850 3.23419
H 0.95084 -2.01859 3.53663
H 1.61762 -2.05646 1.47402
H 0.48552 -0.77060 -0.19815
H -0.88525 -0.77976 0.79668

*two*
18
Properties=species:S:1:pos:R:3 method="wB97M-V/def2-TZVPD" smiles="CN[C@@H](N)/[NH+]=C/N" total_charge=+1 multiplicity=1 homo_energy_ev=-13.2
C -2.47843 0.93892 0.25785
N -1.54625 0.39128 -0.61456
C -0.34779 -0.61711 0.19042
N -0.17288 -1.85698 -0.40807
N 0.92722 0.24685 0.11615
C 2.17355 -0.07895 -0.05772
N 3.17330 0.77880 -0.06787
H -2.21774 1.92718 0.76289
H -3.42677 1.15600 -0.22746
H -2.90990 0.28372 1.06205
H -1.96328 -0.40221 -1.08261
H -0.55339 -0.56508 1.15381
H -0.40806 -1.90551 -1.42820
H -0.16619 -2.69544 0.14641
H 0.42314 1.18005 0.03464
H 2.37750 -1.13788 -0.06517
H 4.14173 0.57247 0.02360
H 2.97425 1.78390 0.20386

*one* has the most favorable energy; the next structure is 1.3 kcal/mol above.